The following is a quantum chemistry calculation of a molecular structure, C30H27N8NdOS at a distorted geometry, from OMol25.

XYZ file:
```
68
Properties=species:S:1:pos:R:3:lowdin_spin:R:1
Nd -0.59454 -0.01719 -0.01674 3.03
C 0.21535 -0.08116 4.60991 0.00
C -0.35544 -0.07933 3.34540 0.00
N 0.40250 -0.05568 2.24606 -0.01
C 1.74225 -0.02580 2.39054 0.00
C 2.28594 -0.03511 3.67399 0.00
N 1.53083 -0.06272 4.76073 0.00
C 2.56012 0.01031 1.14988 0.00
C 3.94193 -0.00559 1.18808 0.00
C 4.68653 0.02195 0.00546 0.00
C 3.95683 0.05828 -1.18630 0.00
C 2.57405 0.07032 -1.16457 0.00
N 1.88189 0.05029 -0.01154 0.00
C 1.76938 0.08832 -2.41377 0.00
C 2.32787 0.07784 -3.69052 0.00
N 1.58561 0.07357 -4.78646 0.00
C 0.26856 0.07719 -4.65028 0.00
C -0.31710 0.09099 -3.39236 0.00
N 0.42724 0.10120 -2.28370 0.00
C 6.16453 0.00941 0.01642 0.00
C 6.90422 0.01313 -1.16742 0.00
C 8.29001 0.00399 -1.10298 0.00
N 8.96364 -0.00817 0.03855 0.00
C 8.27204 -0.01302 1.16939 0.00
C 6.88550 -0.00456 1.21176 0.00
H -0.38758 -0.09807 5.50861 0.00
H -1.42979 -0.09609 3.20522 0.00
H 3.35297 -0.01709 3.85223 0.00
H 4.44643 -0.04354 2.13846 0.00
H 4.47347 0.07647 -2.13077 0.00
H 3.39713 0.07130 -3.85604 0.00
H -0.32418 0.06857 -5.55581 0.00
H -1.39294 0.09062 -3.26521 0.00
H 6.44006 0.02065 -2.14256 0.00
H 8.88049 0.00678 -2.01171 0.00
H 8.84806 -0.02361 2.08733 0.00
H 6.40642 -0.00758 2.17972 0.00
C -6.86814 -0.97419 -1.31901 0.00
C -6.35560 -1.28055 0.08647 0.00
N -4.99521 -1.86021 0.04679 0.00
C -4.90290 -3.32165 0.15234 0.00
C -4.47888 -3.77672 1.54582 0.00
C -3.94377 -1.07505 -0.13428 0.00
S -2.39016 -1.89396 -0.40857 -0.01
N -4.18371 0.23888 -0.13268 0.00
C -3.44136 1.30107 0.01114 0.00
O -2.15590 1.30074 0.27043 -0.01
C -4.11352 2.60492 -0.06798 0.00
C -3.34726 3.77553 -0.06484 0.00
C -3.96035 5.01258 -0.11839 0.00
C -5.34660 5.09504 -0.16609 0.00
C -6.11464 3.93731 -0.17277 0.00
C -5.50562 2.69814 -0.12583 0.00
H -7.89852 -0.62426 -1.27398 0.00
H -6.84098 -1.87227 -1.93771 0.00
H -6.25436 -0.20738 -1.78715 0.00
H -6.99974 -2.01496 0.56292 0.00
H -6.34762 -0.38871 0.70654 0.00
H -4.21679 -3.70368 -0.60095 0.00
H -5.89122 -3.71644 -0.06936 0.00
H -3.49284 -3.39110 1.79994 0.00
H -4.44059 -4.86475 1.57384 0.00
H -5.19314 -3.43901 2.29722 0.00
H -2.26913 3.70380 -0.02587 0.00
H -3.35929 5.91163 -0.12099 0.00
H -5.82550 6.06456 -0.19484 0.00
H -7.19309 4.00880 -0.21264 0.00
H -6.09506 1.79214 -0.12984 0.00
```

- E_LUMO (alpha / beta): -6.9 / -6.9 eV
- Total charge: +2
- Orbital gap (alpha / beta): 6.98 / 6.99 eV
- Multiplicity: 4
- HOMO level (alpha / beta): -0.5116 / -0.5116 Ha

The following is a quantum chemistry calculation of 2 unconnected molecules or ions with the total composition C30H27NO6 at a distorted geometry, from OMol25.

XYZ file:
```
64
Properties=species:S:1:pos:R:3:mulliken_charge:R:1
C -4.16925 1.79060 0.65047 -1.39
C -4.27152 0.45184 -0.07168 1.61
C -5.67435 0.21576 -0.64317 -1.80
O -3.42563 0.42471 -1.22892 -0.40
C -2.06806 0.50860 -0.97356 0.31
O -1.31290 0.83921 -1.86010 -0.71
C -1.67560 0.03029 0.37624 0.94
C -0.23651 -0.10025 0.66114 -1.33
C 0.29172 1.23772 1.15717 0.75
C 0.35014 1.47523 2.53178 -0.40
C 0.62453 2.76279 2.98911 -0.81
C 0.85936 3.79629 2.06690 0.61
C 1.23932 5.09722 2.56176 -0.01
N 1.60687 6.11983 2.98931 -0.54
C 0.80304 3.54830 0.68483 -0.85
C 0.51234 2.25796 0.23076 -0.46
C -2.59535 -0.98899 0.80422 0.02
O -2.27101 -2.13180 1.14815 -0.80
O -3.91909 -0.68748 0.78183 -0.42
H -3.15928 2.00183 1.03477 0.24
H -4.46528 2.57376 -0.06701 0.35
H -4.86662 1.80924 1.49765 0.37
H -5.68902 -0.73369 -1.18676 0.40
H -6.43971 0.18147 0.12401 0.38
H -5.92118 1.02304 -1.33675 0.39
H -0.11571 -0.86707 1.43951 0.39
H 0.30536 -0.36571 -0.26094 0.43
H 0.12017 0.66298 3.22487 0.43
H 0.66937 2.97394 4.06314 0.42
H 0.98618 4.36413 -0.02354 0.43
H 0.38556 2.04242 -0.83311 0.49
C -2.36603 -8.33742 5.24715 -0.85
O -2.29783 -7.54932 4.06016 -0.42
C -2.27703 -6.20659 4.13429 1.00
C -2.46368 -5.48550 2.93525 -0.90
C -2.62649 -4.13608 3.00276 -0.39
C -2.48269 -3.38263 4.21175 0.35
C -2.69803 -1.96481 4.24393 -0.25
C -3.15417 -1.27966 5.42411 0.33
C -2.98743 0.13621 5.57252 -0.57
C -3.32470 0.75118 6.76681 0.72
C -3.86449 -0.01123 7.83504 0.16
O -4.13146 0.71359 8.95356 -0.50
C -3.74157 2.10997 8.66782 -0.37
C -3.23647 2.17110 7.21555 -0.57
C -4.11580 -1.38893 7.71136 -1.10
C -3.81483 -1.97241 6.50976 -0.67
C -2.15197 -4.14971 5.37772 -0.90
C -2.10295 -5.52036 5.35772 -0.40
H -2.41830 -9.33735 4.83032 0.26
H -1.47491 -8.21889 5.87486 0.33
H -3.26355 -8.10676 5.83220 0.36
H -2.50913 -6.02849 1.99133 0.45
H -2.84260 -3.61305 2.08914 0.66
H -2.52676 -1.35915 3.34688 0.36
H -2.56118 0.72434 4.76268 0.66
H -4.62388 2.74633 8.83319 0.27
H -2.96245 2.38808 9.39286 0.28
H -2.21392 2.56618 7.20749 0.26
H -3.88360 2.85231 6.64654 0.26
H -4.53022 -1.92265 8.56491 0.44
H -4.06954 -3.02898 6.37418 0.70
H -1.94632 -3.63887 6.32468 0.64
H -1.93357 -6.09537 6.26704 0.35
```

- ΔE to the lowest compared entry with this formula, charge and spin: 75.7 kcal per mole
- E_LUMO: -2.7 eV
- Total charge: 0
- Orbital gap: 3.75 eV
- HOMO level: -0.2377 Ha

Q: Which of these has the highest total charge?
A: C30H27N8NdOS